# CH4AlOPS

A molecular structure, CH4AlOPS in a non-equilibrium geometry (ωB97M-V/def2-TZVPD, the Open Molecules 2025 dataset).

largest force on an atom = 0.081 Eh/bohr
gap between HOMO and LUMO = 5.80 eV
spin multiplicity = 1
total charge = +2

Last column: natural (NBO) charge in e.
CARTESIAN COORDINATES (ANGSTROEM)
O: 2.0890 0.1070 -0.2175  -0.442
C: 1.0842 0.6911 -0.7023  0.284
P: -0.6623 -0.1312 -0.4266  0.727
S: -0.5807 -0.9551 1.3612  -0.511
H: 2.2250 -0.8128 -0.5554  0.553
H: 1.0841 1.7040 -0.2719  0.241
H: -1.6444 0.8733 -0.4185  0.093
H: -0.8715 -1.0820 -1.4377  0.093
Al: -2.7234 -0.3942 2.6686  0.963


# CH4B2O7

2 unconnected molecules or ions with the total composition CH4B2O7 in a non-equilibrium geometry (ωB97M-V/def2-TZVPD, the Open Molecules 2025 dataset).

largest force on an atom = 0.086 Eh/bohr
structure (SMILES) = OB(O)OB(O)O.O=C=O
gap between HOMO and LUMO = 12.02 eV
spin multiplicity = 1
total charge = 0

Last column: natural (NBO) charge in e.
CARTESIAN COORDINATES (ANGSTROEM)
B: 0.9732 -0.9769 0.1988  1.259
B: 0.1132 1.3750 0.2184  1.248
C: -2.4207 -0.7130 -0.3061  1.026
O: -3.1597 -0.4102 0.5227  -0.490
O: 1.8224 -0.8154 -0.9142  -0.914
O: 0.7781 -2.1913 0.7415  -0.873
O: 0.9366 2.0729 -0.5995  -0.915
O: -1.0124 1.9991 0.6497  -0.879
O: -1.7466 -1.0878 -1.1798  -0.534
O: 0.4473 0.1587 0.7533  -0.927
H: 2.2577 -1.6526 -0.9321  0.494
H: 0.1567 -2.0416 1.3728  0.489
H: 1.6234 1.3722 -0.9834  0.522
H: -0.7692 2.9108 0.4580  0.493


# CH4BBr

A molecular structure, CH4BBr in a non-equilibrium geometry (ωB97M-V/def2-TZVPD, the Open Molecules 2025 dataset).

largest force on an atom = 0.087 Eh/bohr
gap between HOMO and LUMO (alpha / beta) = 6.08 / 9.29 eV
spin multiplicity = 3
total charge = 0

Last column: Mulliken spin population.
CARTESIAN COORDINATES (ANGSTROEM)
B: -0.3284 -1.2572 -1.2858  1.068
C: 0.2466 -0.0251 -1.4694  0.629
Br: -1.2115 -2.7992 -0.9945  0.100
H: -0.2949 0.4121 1.1567  0.011
H: -0.5391 1.1406 0.9208  0.005
H: 1.2528 0.2558 -1.0780  0.090
H: -0.1367 0.7336 -2.0228  0.096


Copy entry 2 word for word.
# CH4B2O7

2 unconnected molecules or ions with the total composition CH4B2O7 in a non-equilibrium geometry (ωB97M-V/def2-TZVPD, the Open Molecules 2025 dataset).

largest force on an atom = 0.086 Eh/bohr
structure (SMILES) = OB(O)OB(O)O.O=C=O
gap between HOMO and LUMO = 12.02 eV
spin multiplicity = 1
total charge = 0

Last column: natural (NBO) charge in e.
CARTESIAN COORDINATES (ANGSTROEM)
B: 0.9732 -0.9769 0.1988  1.259
B: 0.1132 1.3750 0.2184  1.248
C: -2.4207 -0.7130 -0.3061  1.026
O: -3.1597 -0.4102 0.5227  -0.490
O: 1.8224 -0.8154 -0.9142  -0.914
O: 0.7781 -2.1913 0.7415  -0.873
O: 0.9366 2.0729 -0.5995  -0.915
O: -1.0124 1.9991 0.6497  -0.879
O: -1.7466 -1.0878 -1.1798  -0.534
O: 0.4473 0.1587 0.7533  -0.927
H: 2.2577 -1.6526 -0.9321  0.494
H: 0.1567 -2.0416 1.3728  0.489
H: 1.6234 1.3722 -0.9834  0.522
H: -0.7692 2.9108 0.4580  0.493


Question: Which value of spin multiplicity does entry 3 give?
Answer: 3


Question: largest force on an atom of number 2 (CH4B2O7)?
Answer: 0.086 Eh/bohr


Question: What is the spin multiplicity in the second record?
Answer: 1